Here is 5 unconnected molecules or ions with the total composition C34H69BCl2N2O24P2S2 from the OMol25 dataset. Energies are from ωB97M-V/def2-TZVPD.

Geometry as XYZ:
```
136
Properties=species:S:1:pos:R:3:mulliken_charge:R:1
C 0.7353 -5.9122 -2.0556 -1.098
C 0.4884 -4.7233 -0.9580 -0.206
C 0.3620 -3.2126 -1.6695 -0.080
O 0.4889 -2.2532 -0.6465 0.276
C -0.0675 -0.9156 -0.7692 -1.097
P -1.9677 -1.1510 -0.6869 0.862
O -2.3785 -2.8541 -0.2542 -0.624
Cl -3.0634 -1.1574 -2.4967 -0.497
C 0.2266 -0.3883 0.8299 -0.088
C 1.8776 -0.2801 1.1096 -0.220
C 2.3235 -0.2144 2.7011 -0.030
O 3.4754 -0.7916 3.0958 -0.613
B -0.1663 -1.6256 1.8529 0.977
N 0.7236 -2.8171 2.2841 -0.499
O -1.5190 -1.8749 2.4697 -0.705
C -0.3229 1.0941 1.1825 -0.446
O 0.6355 2.0483 1.6894 0.125
C 0.3105 3.2205 2.3863 -0.389
C -0.5459 4.4156 1.5815 -0.749
P -1.8360 1.3293 2.3685 -0.131
N -1.4176 0.7004 4.0359 -0.586
O -3.2626 0.4368 1.7925 -0.376
O -0.8321 1.7484 -0.0686 -0.474
S 0.3573 1.8062 -1.2873 1.405
O -0.3883 2.7966 -2.2772 -0.753
O 1.6199 2.6234 -0.9669 -0.371
C 0.5921 0.0520 -1.9207 0.883
C 2.1223 -0.4366 -2.2228 -0.248
C 3.2925 0.5834 -2.6084 -0.443
C 4.5386 0.6358 -1.4919 -0.590
C 4.8632 2.1315 -0.9206 -0.389
S 5.2352 3.4280 -2.2378 1.089
O 3.9245 4.1350 -2.7503 -0.576
O 6.0865 2.9146 -3.4226 -0.618
O 6.1086 4.6842 -1.4105 -0.514
C -0.0862 0.0758 -3.3988 -0.118
Cl -0.3210 -1.4596 -4.3757 -0.010
C 0.6841 1.0236 -4.5398 -0.396
C 1.6033 0.1962 -5.6068 -0.831
H -0.1858 -6.1406 -2.7567 0.269
H 0.9045 -6.9139 -1.4285 0.346
H 1.7358 -5.7800 -2.6820 0.255
H 1.2939 -4.7446 -0.1094 0.206
H -0.5642 -4.8745 -0.4156 0.099
H -0.7005 -3.2478 -2.2133 0.156
H 1.1884 -3.1630 -2.5106 0.015
H -3.3410 -2.8503 0.0796 0.242
H 2.3787 0.5789 0.4503 -0.083
H 2.4459 -1.2687 0.7508 0.375
H 1.7008 0.3292 3.5444 0.152
H 0.1644 -3.6975 2.3029 0.296
H 1.4933 -2.9955 1.6165 0.225
H -1.8199 -2.8115 2.2900 0.256
H 1.3604 3.7927 2.5303 0.305
H -0.0360 3.1411 3.5290 0.243
H -0.3516 5.4077 2.1865 0.389
H -0.1830 4.5333 0.4593 0.141
H -1.6905 4.1597 1.6778 0.220
H -2.1886 -0.0022 4.2469 0.265
H -1.6457 1.5157 4.6706 0.267
H -3.9614 1.0824 1.4758 0.287
H 2.0884 -1.2530 -3.0996 0.277
H 2.6280 -1.1045 -1.3701 0.177
H 3.8452 0.1663 -3.5855 0.359
H 3.0358 1.6837 -2.8751 -0.162
H 5.5488 0.2442 -1.9944 0.381
H 4.3567 -0.0593 -0.5689 0.309
H 4.0760 2.5245 -0.1136 0.087
H 5.8784 2.0281 -0.2983 0.493
H 5.3576 5.2683 -1.0395 0.376
H -1.1554 0.6037 -3.3340 0.620
H -0.1677 1.5301 -5.2111 0.393
H 1.2646 1.9269 -4.0799 0.226
H 1.0029 -0.2220 -6.5507 0.319
H 2.2800 -0.6447 -5.1680 0.002
H 2.3532 0.9973 -6.0805 0.311
C -9.7696 0.4575 -2.2218 -1.074
C -10.0887 -0.9221 -1.6705 -0.152
O -9.1460 -1.8974 -2.1330 -0.372
C -7.9211 -1.8537 -1.5521 0.683
O -7.5636 -1.0735 -0.6850 -0.565
O -7.1487 -2.8120 -2.1235 -0.346
C -5.7956 -2.8000 -1.6762 -0.482
H -9.7079 0.4288 -3.3142 0.290
H -10.5356 1.1795 -1.9262 0.352
H -8.8022 0.8204 -1.8603 0.305
H -11.0723 -1.2348 -2.0331 0.284
H -10.1346 -0.9200 -0.5740 0.290
H -5.7366 -2.8663 -0.5844 0.276
H -5.2914 -1.8973 -2.0360 0.246
H -5.2880 -3.6722 -2.1008 0.334
C -4.2832 -0.0653 8.6248 -1.091
C -5.1809 0.8529 7.8122 -0.123
O -5.2900 2.1455 8.4213 -0.335
C -4.2054 2.9499 8.2933 0.755
O -3.1691 2.6731 7.7121 -0.559
O -4.4606 4.1099 8.9497 -0.322
C -3.3519 5.0048 8.9844 -0.608
H -4.6330 -0.1252 9.6601 0.307
H -4.2662 -1.0704 8.1947 0.356
H -3.2545 0.3073 8.6600 0.298
H -6.1899 0.4315 7.7795 0.279
H -4.8353 0.9437 6.7746 0.253
H -2.9773 5.2138 7.9766 0.281
H -2.5574 4.5907 9.6135 0.287
H -3.6882 5.9476 9.4278 0.219
C 4.7778 0.1697 6.3687 -1.303
C 3.8802 1.0878 5.5561 0.219
O 3.7710 2.3804 6.1653 -0.340
C 4.8556 3.1848 6.0372 0.720
O 5.8919 2.9080 5.4561 -0.554
O 4.6005 4.3448 6.6936 -0.329
C 5.7091 5.2397 6.7284 -0.629
H 4.4280 0.1097 7.4040 0.315
H 4.7948 -0.8354 5.9387 0.353
H 5.8066 0.5423 6.4040 0.334
H 2.8712 0.6664 5.5235 0.201
H 4.2257 1.1786 4.5185 0.211
H 6.0837 5.4487 5.7205 0.287
H 6.5036 4.8256 7.3575 0.288
H 5.3729 6.1826 7.1717 0.224
C 3.1189 -3.8119 -11.9723 -1.087
C 2.6302 -2.5221 -11.3346 -0.163
O 1.7548 -2.7870 -10.2313 -0.346
C 2.3547 -3.2229 -9.0955 0.718
O 3.5511 -3.4004 -8.9364 -0.550
O 1.3889 -3.4561 -8.1711 -0.317
C 1.8798 -4.0253 -6.9602 -0.561
H 2.2717 -4.4422 -12.2600 0.288
H 3.7241 -3.6010 -12.8581 0.355
H 3.7271 -4.3986 -11.2764 0.309
H 2.0515 -1.9551 -12.0696 0.286
H 3.4653 -1.8837 -11.0193 0.297
H 2.6788 -3.4133 -6.5279 0.247
H 2.2311 -5.0459 -7.1430 0.354
H 1.0536 -4.0670 -6.2432 0.164
```

Values from the calculation:
energy = -154454.713 eV
E_HOMO = -8.66 eV
total charge = 0
frontier orbital gap = 8.291 eV
spin multiplicity = 1
LUMO energy = -0.37 eV
SMILES string = CCCO[C@@]1(P(O)Cl)[C@](CC=O)(B(N)O)[C@](OCC)(P(N)O)OS(=O)(=O)[C@]1(CCCCS(=O)(=O)O)[C@H](Cl)CC.CCOC(=O)OC.CCOC(=O)OC.CCOC(=O)OC.CCOC(=O)OC

---

Here is 6 unconnected molecules or ions with the total composition C34H69BF16N8O11S from the OMol25 dataset. Energies are from ωB97M-V/def2-TZVPD.

Geometry as XYZ:
```
140
Properties=species:S:1:pos:R:3:mulliken_charge:R:1
C -0.7699 -2.1479 -0.1084 -0.511
O 0.6540 -2.4627 -0.1366 -0.669
B 1.4463 -1.3212 0.2937 -0.478
O 0.8821 -0.6976 1.4677 0.260
C 2.7520 -0.7597 -0.5641 1.676
C 2.1093 0.5618 -1.1673 -1.079
C 1.7352 0.7450 -2.6793 0.524
N 2.6211 1.7799 -3.3592 -0.502
N 0.3546 1.3954 -2.7321 -0.559
N 1.6388 -0.3848 -3.6025 -0.596
C 3.0078 -2.0982 -1.4204 -1.148
O 3.4749 -3.0909 -0.4290 -0.308
C 4.2297 -2.2890 0.5030 -0.048
O 4.8349 -2.9341 1.3568 -0.483
C 4.1909 -0.6609 0.2066 0.316
C 5.5456 -0.5831 -0.6822 0.714
F 6.6562 -0.0593 0.0697 -0.302
F 6.0446 -1.8863 -1.0225 -0.324
C 5.5614 0.3304 -1.9666 0.488
F 5.1151 1.6755 -1.7495 -0.223
F 4.8677 -0.1253 -3.0970 -0.305
C 7.0720 0.6223 -2.5283 0.525
F 6.8566 1.0796 -3.8678 -0.264
F 7.6774 1.7223 -1.8849 -0.194
F 7.8768 -0.5002 -2.6404 -0.221
S 4.2456 -0.0724 1.9798 1.711
O 5.5842 -0.3468 2.6610 -0.664
O 3.3731 -0.9226 2.9100 -0.723
C 3.7558 1.6389 2.3615 0.656
F 2.3451 1.7755 2.1064 -0.252
F 3.8303 1.7717 3.7839 -0.233
C 4.4112 2.9273 1.7574 0.346
F 4.0395 3.2302 0.4074 -0.243
F 3.7624 4.0108 2.4662 -0.314
C 5.9527 3.2392 1.9169 0.568
F 6.8483 2.1772 1.9638 -0.247
F 6.3337 4.0117 0.7671 -0.309
C 6.3408 4.2134 3.1638 0.586
F 6.1103 5.5696 2.8871 -0.222
F 5.8386 3.7787 4.3902 -0.197
F 7.7607 4.0976 3.2704 -0.252
H -1.2646 -2.7291 -0.9661 0.221
H -1.1962 -2.5899 0.8586 0.092
H -1.0100 -1.0413 -0.2509 0.287
H 0.2595 0.0228 1.2443 0.254
H 2.8139 1.4326 -0.8725 -0.287
H 1.1608 0.8289 -0.5583 0.484
H 2.3396 1.8512 -4.3454 0.320
H 2.3584 2.6784 -2.9090 0.354
H 0.2560 1.7845 -3.6832 0.210
H 0.3622 2.1791 -2.0514 0.255
H 0.9116 -1.0659 -3.3445 0.256
H 2.5298 -0.8433 -3.8196 0.295
H 3.8788 -2.1432 -2.1560 0.265
H 2.1662 -2.4491 -2.1232 0.521
C -3.4999 3.5268 -2.8642 -1.483
C -2.7514 3.7807 -4.1690 0.213
C -3.6707 4.2027 -5.3347 -0.440
O -4.4080 3.1327 -5.9162 -0.437
C -5.5910 2.7844 -5.2169 -0.664
N -1.9660 2.5867 -4.5086 -0.405
H -4.0327 2.5744 -2.8624 0.336
H -2.7985 3.4991 -2.0249 0.298
H -4.2220 4.3235 -2.6646 0.346
H -2.0563 4.6075 -3.9863 0.258
H -3.0367 4.5923 -6.1382 0.215
H -4.3392 5.0224 -5.0444 0.412
H -6.0758 3.6560 -4.7671 0.297
H -5.3714 2.0352 -4.4534 0.241
H -6.2846 2.3334 -5.9298 0.263
H -1.3956 2.7942 -5.3276 0.305
H -2.6190 1.8787 -4.8445 0.246
C 1.8953 -6.8217 3.4516 -1.615
C 1.8532 -5.3174 3.2006 0.134
C 0.4605 -4.7996 2.7823 -0.088
O 0.1102 -5.0748 1.4304 -0.131
C -0.4020 -6.3763 1.2095 -0.917
N 2.8760 -4.9706 2.2073 -0.544
H 1.8962 -7.4030 2.5279 0.305
H 2.8063 -7.0889 3.9951 0.415
H 1.0431 -7.1430 4.0577 0.328
H 2.1127 -4.8252 4.1447 0.541
H 0.4712 -3.7071 2.8647 -0.198
H -0.3229 -5.1538 3.4650 0.377
H -0.9957 -6.7338 2.0558 0.305
H 0.4126 -7.0717 0.9951 0.275
H -1.0450 -6.3417 0.3270 0.281
H 2.9080 -3.9576 2.1144 -0.026
H 2.5370 -5.2844 1.2975 0.404
C -3.5741 -5.6367 2.9945 -0.366
C -4.6391 -4.8501 2.2373 0.376
C -6.0651 -5.4098 2.4207 -0.855
O -6.3361 -6.5851 1.6653 -0.403
C -5.8763 -7.7868 2.2608 -0.631
N -4.2646 -4.7842 0.8189 -0.600
H -3.3245 -6.5826 2.5108 0.119
H -2.6477 -5.0575 3.0547 -0.437
H -3.8968 -5.8504 4.0178 0.407
H -4.6350 -3.8309 2.6400 0.269
H -6.7708 -4.6571 2.0539 0.395
H -6.3028 -5.5662 3.4804 0.426
H -5.9481 -7.7600 3.3522 0.285
H -4.8490 -7.9919 1.9522 0.228
H -6.4991 -8.6055 1.8940 0.270
H -4.9261 -4.1796 0.3343 0.290
H -4.4407 -5.7046 0.4155 0.294
C -2.1731 -1.5024 7.6042 -1.465
C -2.8470 -2.5701 6.7481 0.187
C -1.9516 -3.1036 5.6108 -0.324
O -1.8322 -2.2262 4.4968 -0.238
C -0.8703 -1.1951 4.6587 -0.337
N -4.1140 -2.0370 6.2315 -0.774
H -2.1289 -0.5312 7.1086 0.300
H -2.7287 -1.3581 8.5354 0.373
H -1.1543 -1.7977 7.8702 0.336
H -3.0749 -3.4155 7.4067 0.462
H -2.4158 -4.0144 5.2174 0.082
H -0.9614 -3.3965 5.9818 0.419
H -0.0053 -1.5250 5.2414 0.373
H -1.3310 -0.3201 5.1228 0.322
H -0.5242 -0.8972 3.6669 -0.303
H -4.6057 -2.7821 5.7402 0.257
H -3.8844 -1.3727 5.4921 0.369
C -0.5969 10.0906 -5.5043 -1.402
C -1.1506 8.9179 -6.3074 0.366
C -2.5042 8.3960 -5.7825 -0.805
O -2.4103 7.6000 -4.6056 -0.185
C -2.3211 8.3415 -3.4000 -0.811
N -0.1419 7.8516 -6.3507 -0.741
H -0.1701 9.7824 -4.5483 0.287
H 0.2017 10.5875 -6.0624 0.357
H -1.3745 10.8343 -5.3082 0.343
H -1.3143 9.2755 -7.3299 0.402
H -2.9297 7.7379 -6.5475 0.325
H -3.2235 9.2123 -5.6422 0.414
H -2.9049 9.2658 -3.4401 0.350
H -1.2768 8.5609 -3.1685 0.277
H -2.7129 7.7203 -2.5914 0.242
H -0.4757 7.1109 -6.9656 0.272
H -0.1263 7.4112 -5.4307 0.325
```

Values from the calculation:
energy = -125801.881 eV
E_HOMO = -8.67 eV
total charge = 0
frontier orbital gap = 7.697 eV
spin multiplicity = 1
LUMO energy = -0.97 eV
SMILES string = COB(O)[C@]1(CC(N)(N)N)COC(=O)[C@]1(C(F)(F)C(F)(F)C(F)(F)F)S(=O)(=O)C(F)(F)C(F)(F)C(F)(F)C(F)(F)F.COC[C@@H](C)N.COC[C@@H](C)N.COC[C@@H](C)N.COC[C@@H](C)N.COC[C@@H](C)N

---

Here is 5 unconnected molecules or ions with the total composition C34H69ClN4O12S from the OMol25 dataset. Energies are from ωB97M-V/def2-TZVPD.

Geometry as XYZ:
```
121
Properties=species:S:1:pos:R:3:mulliken_charge:R:1
C 1.6940 -2.4834 1.8879 -0.359
C 2.5292 -1.2225 2.1858 -0.701
O 2.1029 -0.1025 1.4207 -0.303
C 1.0172 0.5746 2.0434 -1.169
C -0.0570 1.0339 1.0310 2.118
C 0.2023 0.8443 -0.4724 -2.365
C 0.4277 -0.6157 -0.9033 0.312
C 0.2256 -0.7711 -2.4301 -0.841
S -0.9556 -2.1313 -2.6339 1.203
O -2.2239 -1.7409 -2.0403 -0.643
O -0.3644 -3.2990 -2.0010 -0.593
O -1.1194 -2.4124 -4.2210 -0.470
C -1.5068 0.7542 1.4933 -0.371
C -1.8587 -0.6545 1.9900 -1.158
C -2.9142 -1.3996 1.1135 -0.698
C -4.0162 -2.0505 1.9867 -0.881
C -5.3433 -1.2413 1.9454 -0.930
C -6.5396 -2.2076 2.2185 -0.914
C -7.2161 -2.5842 0.8747 -0.865
C -8.4670 -1.7040 0.6292 -0.885
C -9.7210 -2.3007 1.3172 -0.610
C -10.7760 -1.1806 1.6031 -0.792
C -11.9608 -1.2263 0.6067 -0.612
C -12.2662 0.1604 0.0317 -0.695
O -12.6654 1.0455 1.0607 -0.305
C -13.5172 2.0570 0.5482 -0.774
O -1.7008 1.6568 2.6357 -0.453
C -0.8278 2.6778 2.6551 0.379
O -0.6449 3.4580 3.5215 -0.592
C -0.1020 2.5697 1.2900 0.239
O 1.0849 3.2698 1.1579 -0.514
Cl -1.2926 3.4884 0.1977 -0.181
H 1.4169 -3.0209 2.7994 0.298
H 0.7638 -2.2304 1.3773 0.007
H 2.2501 -3.1775 1.2553 0.121
H 3.5644 -1.3988 1.8823 0.477
H 2.5476 -0.9928 3.2570 0.404
H 0.5391 -0.1049 2.7608 0.541
H 1.4291 1.4022 2.6325 0.256
H -0.6966 1.1912 -0.9955 0.892
H 1.0291 1.4901 -0.7534 0.242
H -0.1431 -1.3381 -0.3220 0.129
H 1.4788 -0.8443 -0.7406 0.071
H -0.1456 0.1432 -2.8944 0.471
H 1.1366 -1.0953 -2.9332 0.421
H -2.0735 -2.5303 -4.3394 0.378
H -2.2830 1.0815 0.7996 0.721
H -2.2924 -0.5261 2.9869 0.698
H -0.9932 -1.3064 2.1185 0.043
H -2.3958 -2.2083 0.5961 0.267
H -3.3486 -0.6857 0.4133 0.373
H -3.7161 -2.0808 3.0406 0.278
H -4.2132 -3.0854 1.6993 0.590
H -5.4509 -0.7717 0.9647 0.493
H -5.3457 -0.4421 2.6924 0.344
H -7.2687 -1.7469 2.8890 0.481
H -6.1560 -3.1282 2.6633 0.470
H -6.5395 -2.4072 0.0323 0.379
H -7.4867 -3.6441 0.8542 0.426
H -8.6564 -1.6213 -0.4467 0.368
H -8.2769 -0.6892 0.9929 0.434
H -9.4523 -2.8400 2.2263 0.497
H -10.1686 -2.9829 0.5892 0.342
H -10.3071 -0.2007 1.4965 0.435
H -11.1419 -1.3258 2.6204 0.342
H -12.8554 -1.6316 1.0874 0.258
H -11.7354 -1.8607 -0.2576 0.391
H -13.0273 0.1059 -0.7568 0.473
H -11.3379 0.5202 -0.4407 0.316
H -13.5580 2.8910 1.2481 0.239
H -13.1761 2.4167 -0.4285 0.330
H -14.5274 1.6360 0.4564 0.291
H 1.1437 3.4877 0.2250 0.448
C 5.1447 0.6111 -0.7193 -0.897
C 4.0658 1.1705 -1.6074 0.593
O 2.9029 0.7757 -1.5393 -0.528
N 4.4135 2.1349 -2.4876 -0.102
C 5.7260 2.7300 -2.7052 -0.663
H 4.7063 -0.1441 -0.0722 -0.071
H 5.9326 0.1520 -1.3173 0.381
H 5.5712 1.3985 -0.0976 0.364
H 3.6432 2.4629 -3.0476 0.235
H 5.6577 3.8014 -2.5235 0.353
H 6.0199 2.5593 -3.7443 0.289
H 6.4745 2.3003 -2.0488 0.080
C 10.2399 2.1450 -1.5318 -1.429
C 9.3542 1.3267 -2.4378 0.862
O 8.3883 0.7097 -2.0151 -0.645
N 9.6636 1.2951 -3.7598 -0.156
C 10.7589 1.9567 -4.4444 -0.848
H 9.8640 2.0699 -0.5160 0.311
H 11.2630 1.7676 -1.5545 0.416
H 10.2281 3.1935 -1.8323 0.369
H 9.0313 0.7312 -4.3051 0.231
H 10.3588 2.6272 -5.2067 0.283
H 11.3869 1.2096 -4.9325 0.289
H 11.3660 2.5308 -3.7532 0.325
C 4.8058 6.2877 0.1767 -1.129
C 6.0901 6.2530 -0.6131 0.745
O 6.2566 5.4779 -1.5455 -0.668
N 7.0727 7.1178 -0.2556 -0.181
C 7.0613 8.1011 0.8124 -0.856
H 4.1263 5.5430 -0.2267 0.138
H 4.9947 6.0541 1.2250 0.380
H 4.3353 7.2684 0.0988 0.372
H 7.9006 7.0408 -0.8242 0.236
H 7.2160 9.0959 0.3917 0.289
H 7.8720 7.8882 1.5110 0.286
H 6.1198 8.0877 1.3501 0.323
C 4.9128 -7.6451 0.5005 -1.231
C 3.5381 -7.2874 1.0114 0.811
O 3.1449 -7.6393 2.1116 -0.651
N 2.7386 -6.5493 0.1961 -0.162
C 3.0281 -6.0417 -1.1331 -0.745
H 5.4247 -8.2300 1.2586 0.289
H 4.8394 -8.2409 -0.4102 0.352
H 5.4941 -6.7435 0.3028 0.338
H 1.8367 -6.3464 0.5970 0.193
H 2.9488 -4.9531 -1.1326 0.206
H 2.2994 -6.4396 -1.8409 0.289
H 4.0249 -6.3240 -1.4544 0.322
```

Values from the calculation:
energy = -90264.926 eV
E_HOMO = -9.17 eV
total charge = 0
frontier orbital gap = 9.554 eV
spin multiplicity = 1
LUMO energy = 0.38 eV
SMILES string = CCOC[C@@]1(CCCS(=O)(=O)O)[C@@H](CCCCCCCCCCCOC)OC(=O)[C@]1(O)Cl.CNC(C)=O.CNC(C)=O.CNC(C)=O.CNC(C)=O